# 1
72
Properties=species:S:1:pos:R:3 method="wB97M-V/def2-TZVPD" de_lowest_ev=1.182 total_charge=+2 multiplicity=2 max_force_ev_per_a=0.48 lumo_energy_ev="-7.97 / -8.10" gap_ha="0.2036 / 0.1988"
Re -0.2045 -1.2353 0.4257
N -2.1004 2.6315 0.3069
C -1.2032 1.6708 -0.2047
N -0.9732 0.5982 0.7509
C -0.9291 0.9916 2.0963
N -0.7801 0.0794 3.0128
N -0.7756 -1.1364 2.3656
C -1.5043 -2.0863 2.8472
C -1.9790 -3.0497 1.8652
C -2.7238 -4.1695 2.1682
C -3.2739 -4.9087 1.1261
C -3.0665 -4.4995 -0.1800
C -2.2932 -3.3758 -0.4140
N -1.7611 -2.6594 0.5776
C -1.0992 2.3860 2.4534
C -0.7001 2.8984 3.6927
C -0.9578 4.2155 3.9989
C -1.6426 5.0189 3.0842
C -2.0467 4.5267 1.8564
C -1.7586 3.2072 1.5338
H -2.5656 3.2168 -0.3688
H -1.6210 1.2549 -1.1157
H -1.8892 -2.0293 3.8585
H -2.8759 -4.4533 3.2007
H -3.8628 -5.7915 1.3375
H -3.4873 -5.0437 -1.0131
H -2.0766 -3.0375 -1.4173
H -0.1857 2.2528 4.3923
H -0.6395 4.6263 4.9465
H -1.8527 6.0507 3.3328
H -2.5617 5.1632 1.1474
C -0.7348 1.0888 -4.9651
C 0.0640 0.5400 -3.7899
S -0.8848 -0.7061 -2.9049
O -0.0053 -1.0373 -1.6766
C -0.6874 -2.1276 -4.0002
C 0.6990 -2.7459 -3.9747
H -0.1427 1.8532 -5.4658
H -1.6695 1.5450 -4.6395
H -0.9643 0.3215 -5.7048
H 0.2582 1.3016 -3.0329
H 1.0122 0.0951 -4.0926
H -0.9648 -1.7463 -4.9866
H -1.4612 -2.8380 -3.7073
H 1.4667 -2.0609 -4.3312
H 0.7016 -3.6141 -4.6324
H 0.9645 -3.0776 -2.9720
N 0.1431 2.2377 -0.6158
C 0.6568 3.2011 -0.1194
C 1.3038 4.2403 0.4056
C 2.1401 3.9668 1.5331
N 2.7874 3.6550 2.4310
C 1.0613 5.5581 -0.0888
N 0.8661 6.6129 -0.5006
C 3.2767 -1.0396 2.2944
C 2.3321 0.0436 1.8368
O 1.6924 -0.2048 0.5281
C 2.5981 0.0053 -0.6046
C 3.2008 -1.2528 -1.1843
H 3.6557 -0.7500 3.2762
H 4.1374 -1.1475 1.6351
H 2.7834 -2.0010 2.4082
H 2.8473 0.9964 1.7384
H 1.5141 0.1860 2.5368
H 3.3818 0.6664 -0.2364
H 2.0162 0.5475 -1.3441
H 3.8118 -1.7948 -0.4636
H 3.8586 -0.9490 -2.0020
H 2.4446 -1.9173 -1.5937
O 2.5670 -4.4919 0.4130
C 1.7572 -3.6662 0.4464
N 0.9057 -2.8067 0.4827



# 2
109
Properties=species:S:1:pos:R:3 method="wB97M-V/def2-TZVPD" de_lowest_ev=1.929 multiplicity=2 max_force_ev_per_a=1.30 lumo_energy_ev="-1.41 / -0.97" gap_ha="0.2339 / 0.2507"
Ti -0.6344 -1.3901 1.1045
S -2.1252 -1.6235 -2.1288
C -1.8265 -2.9995 -1.2478
N -1.2510 -3.1029 -0.0224
C -1.1437 -4.4669 0.3718
C -0.6479 -4.9732 1.5697
C -0.6095 -6.3404 1.7780
C -1.0678 -7.2320 0.8127
C -1.5804 -6.7485 -0.3766
C -1.6127 -5.3763 -0.5760
S -2.2181 -4.5335 -1.9650
H -0.3199 -4.3288 2.3684
H -0.2292 -6.7119 2.7197
H -1.0357 -8.2969 0.9969
H -1.9559 -7.4179 -1.1390
F 6.2264 -3.3683 -1.5360
C 5.1103 -2.6636 -1.3994
C 4.9146 -1.5167 -2.1419
F 5.8429 -1.1185 -3.0114
C 3.7499 -0.7879 -1.9871
F 3.6324 0.2808 -2.7804
C 2.7496 -1.1406 -1.0861
P 1.1754 -0.1864 -0.9469
C 1.6793 1.5997 -0.9143
C 1.7314 2.2838 0.2990
C 2.0384 3.6345 0.3570
C 2.2986 4.3383 -0.8072
C 2.2460 3.6765 -2.0253
C 1.9382 2.3258 -2.0800
C 0.5671 -0.3547 -2.6711
C 0.8299 -1.5023 -3.4109
C 0.2929 -1.6651 -4.6802
C -0.5149 -0.6822 -5.2264
C -0.7972 0.4597 -4.4886
C -0.2683 0.6158 -3.2194
C 2.9765 -2.3108 -0.3641
Br 1.7743 -3.0291 0.8848
C 4.1276 -3.0633 -0.5160
F 4.3298 -4.1645 0.1972
H 1.5231 1.7611 1.2138
H 2.0823 4.1286 1.3192
H 2.5480 5.3903 -0.7660
H 2.4470 4.2090 -2.9458
H 1.8908 1.8495 -3.0461
H 1.4439 -2.2929 -2.9977
H 0.5057 -2.5672 -5.2383
H -0.9284 -0.8053 -6.2184
H -1.4300 1.2331 -4.9052
H -0.5037 1.5127 -2.6579
F -0.6430 -2.3445 2.9450
P -2.1863 -2.6446 3.8864
F -3.5559 -2.8465 4.6344
F -2.6172 -1.1895 3.3053
F -1.4641 -1.9375 5.1005
F -2.7305 -3.2822 2.5143
F -1.5666 -4.0368 4.3013
C -4.3365 0.9274 -3.0609
C -5.1283 2.2063 -3.2601
S -5.8666 2.7900 -1.7560
O -6.6376 3.9657 -2.0567
O -6.4797 1.6689 -1.0875
C -4.4626 3.3134 -0.7408
C -4.4826 2.6931 0.6532
N -3.8547 1.3681 0.7164
C -2.5353 1.1196 0.6053
N -2.2989 -0.1969 0.6377
C -3.5309 -0.8141 0.6980
C -4.4812 0.1350 0.7746
N -5.8753 -0.0780 1.0708
O -6.3346 -1.1451 0.7320
O -6.4541 0.7928 1.6937
C -1.5200 2.1858 0.4251
H -4.0400 0.5089 -4.0214
H -4.9288 0.1791 -2.5371
H -3.4209 1.0962 -2.4895
H -5.9865 2.0682 -3.9202
H -4.5328 3.0366 -3.6436
H -4.5593 4.3959 -0.6731
H -3.5512 3.0762 -1.2880
H -5.5035 2.5733 1.0047
H -3.9653 3.3407 1.3590
H -3.6629 -1.8808 0.7521
H -1.9736 3.1704 0.3716
H -0.9550 2.0157 -0.4915
H -0.8077 2.1802 1.2458
N 6.1712 4.7748 0.8607
C 5.6995 3.5574 1.3189
C 5.7641 2.4228 0.5037
C 5.2507 1.2205 0.9420
C 4.6634 1.1291 2.1984
C 4.6115 2.2428 3.0259
C 5.1229 3.4505 2.5862
S 3.9920 -0.4027 2.7358
O 3.9806 -0.3939 4.1771
O 4.6923 -1.4506 2.0419
N 2.4848 -0.3880 2.1495
C 1.5005 0.0571 2.8785
S 1.6210 0.7144 4.5047
C -0.0503 1.1558 4.4475
C -0.6081 0.7700 3.2990
N 0.2323 0.1266 2.3838
H 6.8235 4.7503 0.0961
H 6.3780 5.4733 1.5537
H 6.2234 2.4927 -0.4753
H 5.3187 0.3344 0.3287
H 4.1846 2.1514 4.0152
H 5.0902 4.3200 3.2317
H -0.5424 1.6295 5.2791
H -1.6465 0.9129 3.0477



# 3
13
Properties=species:S:1:pos:R:3 method="wB97M-V/def2-TZVPD" de_lowest_ev=1.069 max_force_ev_per_a=0.32 lumo_energy_ev=1.01 gap_ha=0.3985
C -1.4884 -0.0557 -0.0174
C -0.1538 0.6483 -0.1186
C 0.8942 0.4072 0.9394
C 1.1101 -0.0945 -0.4541
O 1.0844 -1.4782 -0.6537
H -2.1489 0.4936 0.6619
H -1.3791 -1.0691 0.3843
H -1.9970 -0.1215 -0.9874
H -0.2121 1.6593 -0.5185
H 1.4854 1.2387 1.3104
H 0.6647 -0.3628 1.6720
H 1.8520 0.4245 -1.0626
H 0.2885 -1.6897 -1.1558



# 4
9
Properties=species:S:1:pos:R:3 method="wB97M-V/def2-TZVPD" de_lowest_ev=5.164 max_force_ev_per_a=4.05 lumo_energy_ev=-0.77 gap_ha=0.3851
C 0.0969 0.4195 1.3350
C -0.0766 -0.1984 -0.8115
C -0.6561 0.8980 0.0279
N -0.4913 -0.5588 0.6047
F 1.8774 0.3737 2.1542
F -1.8921 1.2624 -0.0936
H -0.3841 0.5373 2.2586
H -0.6309 -0.7200 -1.5702
H 0.9586 -0.1079 -1.0584



# 5
16
Properties=species:S:1:pos:R:3 method="wB97M-V/def2-TZVPD" de_lowest_ev=2.358 total_charge=+3 max_force_ev_per_a=12.88 lumo_energy_ev=-17.29 gap_ha=0.1733
O -5.4948 0.0433 -1.6450
C -4.3931 -0.2928 -1.5758
Hf -0.1314 -0.0431 0.1160
O -1.6862 -1.9535 -2.0179
C -1.0658 -1.2748 -1.3033
C 1.8560 -0.9097 -0.2047
O 2.9101 -1.4461 -0.2981
C 0.5949 1.5164 1.3243
O 0.8826 2.3767 2.0604
C 0.2550 1.3071 -1.5468
O 0.3054 2.1093 -2.4322
H -1.5897 0.7990 0.1581
N -0.4352 -1.4980 1.8695
H -1.3314 -1.1275 2.2797
H 0.3995 -1.3840 2.4847
H -0.5222 -2.4411 1.4282



# 6
69
Properties=species:S:1:pos:R:3 method="wB97M-V/def2-TZVPD" de_lowest_ev=0.000 max_force_ev_per_a=0.34 lumo_energy_ev=0.31 gap_ha=0.2775
Sr -0.6939 -0.6840 -0.9502
C 3.7351 -1.9493 0.3711
C 3.6293 -2.1604 1.7417
C 2.4815 -1.7716 2.3981
C 1.4333 -1.1634 1.6927
N 1.5306 -1.0172 0.3614
C 2.6489 -1.3842 -0.2647
C 0.2009 -0.6668 2.3710
C 0.2829 -0.3635 3.7343
C -0.8238 0.1145 4.4148
C -2.0172 0.2853 3.7268
C -2.0753 -0.0081 2.3691
C -0.9845 -0.4849 1.6253
H 4.6257 -2.2107 -0.1834
H 4.4388 -2.6236 2.2920
H 2.3833 -1.9465 3.4589
H 2.6724 -1.2115 -1.3381
H 1.2181 -0.4582 4.2741
H -0.7511 0.3607 5.4670
H -2.8931 0.6583 4.2467
H -3.0297 0.1552 1.8702
C -2.9545 3.8055 -1.3637
C -1.7926 3.7137 -0.4480
N -1.6600 4.3370 0.6770
N -0.4376 3.9422 1.1439
C 0.1994 3.0613 0.3499
S 1.7033 2.3790 0.4815
N -0.6936 2.9161 -0.6795
N -0.4876 2.0112 -1.7207
H -3.6687 4.5090 -0.9449
H -3.4371 2.8348 -1.4910
H -2.6428 4.1553 -2.3501
H -0.0851 4.2878 2.0180
H 0.2539 2.3367 -2.3343
H -1.3544 1.9075 -2.2527
C -2.7718 -3.3561 -3.3054
C -2.4464 -3.0689 -4.7619
C -1.1020 -3.6248 -5.1963
O -2.5522 -1.6613 -5.0794
P -1.9266 -0.3912 -4.3267
S -3.0733 0.0976 -2.7563
S 0.0074 -0.5501 -3.9680
O -2.1070 0.6928 -5.4731
C -3.4374 1.0123 -5.9666
C -3.4772 0.6391 -7.4327
C -3.6801 2.4828 -5.7058
H -2.4861 -4.3769 -3.0507
H -3.8350 -3.2208 -3.1079
H -2.2509 -2.6605 -2.6493
H -3.2205 -3.5128 -5.3905
H -0.3005 -3.2629 -4.5546
H -0.8808 -3.3308 -6.2220
H -1.1391 -4.7153 -5.1470
H -4.1680 0.4181 -5.4134
H -2.7301 1.2091 -7.9871
H -4.4617 0.8539 -7.8507
H -3.2676 -0.4229 -7.5555
H -2.9219 3.0841 -6.2103
H -3.6395 2.6835 -4.6351
H -4.6631 2.7751 -6.0782
C 1.3913 -5.7701 -2.7117
C 1.6811 -5.0604 -1.3878
C 0.6675 -4.0569 -1.0736
N -0.1253 -3.2661 -0.8292
H 2.1714 -6.5024 -2.9111
H 1.3640 -5.0591 -3.5358
H 0.4340 -6.2878 -2.6728
H 2.6425 -4.5445 -1.4130
H 1.7170 -5.7648 -0.5557



# 7
18
Properties=species:S:1:pos:R:3 method="wB97M-V/def2-TZVPD" de_lowest_ev=4.904 max_force_ev_per_a=5.03 lumo_energy_ev=0.12 gap_ha=0.3046
C 2.2400 -0.4058 0.2050
C 0.8947 -0.7112 -0.4161
C 0.8663 -1.5781 -1.5012
O -0.0728 -1.0640 0.6122
H -0.6628 -1.7317 0.2156
H 2.1418 0.3812 0.9566
H 2.9543 -0.0799 -0.5561
H 2.6627 -1.2927 0.6826
H -0.0752 -1.8816 -1.9450
H 1.7628 -1.7956 -2.0695
C -1.4902 1.5444 1.2859
C -1.3205 0.9886 -0.0841
N -2.1852 0.8296 -0.9752
H -3.1199 1.2001 -0.7757
H 0.0287 0.5681 -0.5429
H -0.6502 2.1890 1.5476
H -2.4205 2.1184 1.3607
H -1.5541 0.7212 1.9996



# 8
68
Properties=species:S:1:pos:R:3 method="wB97M-V/def2-TZVPD" de_lowest_ev=0.000 total_charge=-1 multiplicity=3 max_force_ev_per_a=0.61 lumo_energy_ev="2.33 / 2.32" gap_ha="0.2651 / 0.2225"
Cr 0.1255 0.5418 0.2529
N -0.2040 0.8981 2.3575
C 0.7995 1.5315 3.2190
C 2.0839 0.6961 3.2564
C 3.2818 1.3080 2.5333
C 3.0154 1.8197 1.1239
N 2.3135 0.8390 0.2874
H -1.0313 1.4864 2.2911
H -0.5064 0.0232 2.7784
H 0.4066 1.6589 4.2344
H 0.9889 2.5319 2.8250
H 1.8619 -0.2844 2.8305
H 2.3788 0.5132 4.2928
H 4.0825 0.5628 2.5047
H 3.6701 2.1505 3.1145
H 3.9763 2.0989 0.6737
H 2.3998 2.7210 1.1391
H 2.7440 -0.0804 0.3650
H 2.4113 1.1041 -0.6907
C -1.2381 5.1279 -3.1044
C -1.9554 3.9044 -2.5683
O -1.2080 2.7076 -2.8013
P 0.0401 2.2652 -1.8905
S 0.3085 0.3334 -2.2233
S -0.0947 3.0387 -0.0635
O 1.3079 3.0883 -2.5118
C 1.7444 2.7828 -3.8384
C 3.1133 2.1360 -3.7953
H -1.8665 6.0113 -2.9829
H -1.0142 5.0054 -4.1648
H -0.3048 5.2882 -2.5657
H -2.9079 3.7461 -3.0758
H -2.1467 4.0008 -1.4972
H 1.7740 3.7296 -4.3857
H 1.0245 2.1251 -4.3319
H 3.8048 2.7589 -3.2273
H 3.5070 2.0129 -4.8046
H 3.0465 1.1544 -3.3268
O -2.2097 -5.1891 -0.9101
S -0.8096 -4.9180 -1.0912
O -0.2042 -5.3482 -2.3241
N -0.4674 -3.3367 -0.7946
C 0.2824 -3.2061 0.2524
S 0.8736 -1.7541 0.8975
C 0.6700 -4.4770 0.9391
C 1.4555 -4.6661 2.0664
C 1.6643 -5.9637 2.5100
C 1.0996 -7.0502 1.8483
C 0.3105 -6.8594 0.7201
C 0.1169 -5.5649 0.2908
H 1.8832 -3.8131 2.5741
H 2.2741 -6.1364 3.3877
H 1.2766 -8.0521 2.2183
H -0.1365 -7.6924 0.1957
F -3.8776 2.3789 -0.1951
C -3.9320 1.4116 0.7252
F -5.2355 1.1756 0.9697
F -3.4173 1.9350 1.8585
C -3.1077 0.1536 0.2850
O -1.8634 0.5420 0.0664
C -3.7323 -0.4148 -1.0350
F -3.0379 -1.4573 -1.4729
F -5.0199 -0.8066 -0.8921
F -3.7207 0.5169 -1.9990
C -3.2078 -0.9326 1.3917
F -2.4738 -1.9969 1.0844
F -2.7290 -0.4608 2.5675
F -4.4574 -1.3544 1.6358



# 9
79
Properties=species:S:1:pos:R:3 method="wB97M-V/def2-TZVPD" max_force_ev_per_a=2.16 lumo_energy_ev=0.40 gap_ha=0.4048
C 5.5282 -0.4887 -2.2234
S 4.1842 0.4116 -1.4946
O 4.2507 0.3926 -0.0805
O 4.1862 1.6947 -2.0907
C 2.6910 -0.3706 -2.1134
O 2.4655 -1.7314 -1.7065
S 1.1718 -2.0860 -2.5825
O 1.4834 -2.2709 -3.9328
O 0.3785 -3.0878 -2.0182
O 0.4496 -0.6736 -2.3418
C 1.3795 0.3025 -1.8003
N 1.2127 1.4934 -2.6056
H 5.2628 -0.6984 -3.2514
H 6.3965 0.1508 -2.1312
H 5.6915 -1.3773 -1.6231
H 2.7998 -0.3865 -3.1968
H 1.1471 0.4531 -0.7503
H 1.1992 2.3084 -2.0056
H 0.3340 1.3638 -3.0921
C 5.9438 1.6793 2.2642
C 4.6150 2.2923 2.6928
C 4.6833 3.8049 2.9003
C 5.6366 4.2626 4.0055
C 5.3469 3.6785 5.3876
C 3.9778 4.0716 5.9360
H 6.7185 1.8253 3.0195
H 5.8353 0.6067 2.1067
H 6.2885 2.1213 1.3272
H 4.2602 1.8003 3.6031
H 3.8717 2.0814 1.9216
H 3.6767 4.1788 3.1087
H 4.9888 4.2772 1.9614
H 5.5974 5.3549 4.0683
H 6.6649 4.0169 3.7270
H 6.1154 4.0322 6.0799
H 5.4339 2.5892 5.3638
H 3.8885 5.1569 6.0151
H 3.8263 3.6505 6.9307
H 3.1687 3.7086 5.3008
C -5.3821 3.8373 -0.8291
C -5.3901 3.1485 -2.1912
C -5.2025 1.6342 -2.1053
C -3.8700 1.1840 -1.5047
C -2.6306 1.7057 -2.2298
C -2.5316 1.2236 -3.6749
H -4.4316 3.7005 -0.3114
H -5.5414 4.9106 -0.9401
H -6.1771 3.4458 -0.1915
H -4.6210 3.5905 -2.8305
H -6.3458 3.3503 -2.6808
H -5.3161 1.2067 -3.1052
H -6.0131 1.2095 -1.5056
H -3.8422 0.0899 -1.5003
H -3.8192 1.4873 -0.4556
H -1.7441 1.3619 -1.6874
H -2.6046 2.7986 -2.2020
H -2.5037 0.1329 -3.7147
H -1.6213 1.6027 -4.1446
H -3.3769 1.5656 -4.2720
C -5.9183 -5.2521 -0.0448
C -4.7385 -6.1939 0.1803
C -3.7951 -5.7290 1.2887
C -3.1122 -4.3852 1.0296
C -2.2895 -4.3179 -0.2571
C -1.1216 -5.2988 -0.2843
H -5.5895 -4.2586 -0.3526
H -6.5733 -5.6363 -0.8280
H -6.5117 -5.1485 0.8659
H -4.1885 -6.3233 -0.7555
H -5.1240 -7.1815 0.4464
H -3.0363 -6.4987 1.4527
H -4.3567 -5.6585 2.2258
H -2.4595 -4.1585 1.8786
H -3.8636 -3.5904 1.0108
H -1.8936 -3.3049 -0.3619
H -2.9314 -4.4874 -1.1261
H -0.4390 -5.1112 0.5475
H -0.5589 -5.1924 -1.2089
H -1.4603 -6.3346 -0.2217



# 10
16
Properties=species:S:1:pos:R:3 method="wB97M-V/def2-TZVPD" de_lowest_ev=3.241 max_force_ev_per_a=1.84 lumo_energy_ev=0.67 gap_ha=0.3716
C 0.5187 1.4366 1.9068
C -0.2529 0.8387 0.7301
C 0.4224 -0.3325 0.0845
C -0.9598 -0.9762 -1.2499
C 0.0699 -1.4901 -2.1511
O 1.2182 -1.1199 -2.0339
H -0.0537 2.2618 2.3419
H 0.6885 0.6920 2.6914
H 1.4951 1.8346 1.6024
H -1.2445 0.5038 1.0316
H -0.3858 1.6200 -0.0349
H 1.4574 -0.0228 -0.2122
H 0.5212 -1.2527 0.6439
H -1.2848 0.0366 -1.4432
H -1.9046 -1.6105 -1.2770
H -0.1464 -2.2691 -2.9023